The following is a quantum chemistry calculation of a cluster of 8 separate species, C6H27NO8 in total at a distorted geometry, from the OMol25 dataset.

```
42
C6H27NO8 | the OMol25 dataset | ωB97M-V/def2-TZVPD
C -2.923 0.863 1.247
C -2.596 1.218 -0.189
C -2.191 -0.059 -1.003
N -0.861 -0.573 -0.561
C -0.716 -1.997 -1.075
C 0.693 -2.413 -1.395
C 1.367 -1.890 -2.764
O 2.570 -1.958 -2.847
H -3.228 1.597 1.918
H -3.852 0.313 1.417
H -2.047 0.354 1.700
H -1.561 1.890 -0.011
H -3.325 1.846 -0.719
H -2.913 -0.775 -1.042
H -2.044 0.235 -2.096
H -0.155 0.056 -0.634
H -1.068 -2.571 -0.190
H -1.503 -2.138 -1.940
H 1.406 -2.033 -0.697
H 0.914 -3.518 -1.327
H 0.558 -1.660 -3.517
O 1.693 -2.258 3.024
H 1.038 -2.496 2.323
H 1.548 -1.442 3.375
O -0.378 3.218 2.091
H -0.354 3.496 1.237
H 0.215 3.803 2.555
O 4.191 -0.698 -1.216
H 4.798 -1.427 -0.831
H 3.460 -1.213 -1.758
O -2.452 -1.969 1.772
H -1.671 -1.679 1.152
H -2.164 -1.566 2.603
O 0.112 0.781 3.027
H -0.160 0.115 2.365
H 0.054 1.665 2.693
O 1.062 3.282 -0.602
H 1.872 2.938 -0.890
H 0.778 3.849 -1.336
O 2.949 1.856 -2.043
H 3.087 1.259 -1.265
H 3.794 1.698 -2.547
```

Its SMILES is CCCNCCC=O.O.O.O.O.O.O.O. The calculation puts the HOMO energy at -9.32 eV. As for the relative energy (zero: lowest compared OMol25 entry of this formula, charge and spin): 103.4 kcal per mole. As for the HOMO-LUMO gap: 9.34 eV. The electronic energy is -901.36249 Eh.

***

The following is a quantum chemistry calculation of a structure of composition C17H21Br33N3PS at a distorted geometry, from the OMol25 dataset.

```
76
C17H21Br33N3PS | the OMol25 dataset | ωB97M-V/def2-TZVPD
N -5.946 1.065 2.823
C -4.919 1.021 2.155
C -3.673 0.949 1.132
C -2.352 1.587 1.794
C -1.007 1.417 0.927
N -0.302 0.108 1.114
C -4.144 1.640 -0.252
C -3.483 3.060 -0.543
N -2.687 3.962 -0.735
P -3.895 0.365 -1.644
S -4.564 1.066 -3.338
H -3.494 -0.175 0.933
H -2.177 1.014 2.792
H -2.543 2.688 2.120
H -0.289 2.266 1.269
H -1.173 1.598 -0.203
H 0.546 0.332 1.677
H 0.067 -0.227 0.195
H -5.294 1.811 -0.188
H -4.698 -0.797 -1.290
H -2.523 -0.097 -1.709
C 0.699 4.646 3.014
Br -0.337 3.934 4.493
Br 2.138 3.447 2.500
Br -0.423 5.101 1.499
H 1.160 5.570 3.362
C 5.044 1.066 3.990
Br 4.608 -0.243 5.355
Br 6.940 1.475 3.961
Br 4.396 0.526 2.242
H 4.523 1.986 4.253
C -3.193 0.017 6.170
Br -4.004 0.769 7.765
Br -4.234 0.412 4.576
Br -1.340 0.568 5.977
H -3.194 -1.066 6.292
C 0.794 6.282 -2.373
Br 1.026 8.092 -1.714
Br 2.371 5.192 -2.060
Br -0.808 5.452 -1.657
H 0.663 6.350 -3.453
C 2.792 1.923 -3.367
Br 1.770 1.187 -1.889
Br 4.314 0.808 -3.819
Br 1.674 2.278 -4.913
H 3.188 2.882 -3.033
C -0.612 -1.212 -6.551
Br -1.967 -0.513 -5.352
Br 0.074 0.161 -7.737
Br 0.813 -2.107 -5.583
H -1.093 -1.964 -7.176
C 2.262 -2.355 3.390
Br 1.513 -2.845 1.669
Br 1.077 -1.184 4.387
Br 2.771 -3.916 4.423
H 3.175 -1.792 3.193
C -0.006 -6.549 3.963
Br -0.760 -7.031 2.241
Br -1.190 -5.386 4.969
Br 0.510 -8.115 4.989
H 0.903 -5.982 3.765
C 3.957 -6.494 1.021
Br 5.181 -4.999 1.197
Br 3.124 -6.948 2.714
Br 2.640 -6.190 -0.371
H 4.549 -7.357 0.716
C -6.734 -2.855 -3.806
Br -7.566 -2.107 -2.219
Br -7.744 -2.448 -5.411
Br -4.877 -2.316 -3.967
H -6.743 -3.939 -3.689
C 6.907 0.517 -7.431
Br 5.333 1.625 -7.193
Br 8.058 1.191 -8.840
Br 7.872 0.271 -5.765
H 6.559 -0.467 -7.746
```

The calculation puts the HOMO energy at -9.12 eV. As for the HOMO-LUMO gap: 8.70 eV. The electronic energy is -86506.39785 Eh.

***

The following is a quantum chemistry calculation of the ion C7H12F3N2 with charge +1 at a distorted geometry, from the OMol25 dataset.

```
24
C7H12F3N2 | the OMol25 dataset | ωB97M-V/def2-TZVPD
C -1.154 0.037 -0.381
N -1.455 -1.121 0.181
C -2.018 -2.176 -0.510
C -0.892 -1.270 1.499
C 0.404 -0.779 1.472
N 0.949 -0.089 0.307
C 1.430 1.272 0.474
C 1.427 2.146 -0.784
C 1.885 -1.023 -0.229
F 1.165 -2.059 -0.746
F 2.662 -1.542 0.812
F 2.553 -0.483 -1.197
H -1.461 0.129 -1.430
H -0.977 1.084 0.069
H -1.979 -3.015 0.041
H -3.050 -2.024 -0.902
H -1.400 -2.364 -1.421
H -1.247 -1.860 2.228
H 1.183 -0.884 2.263
H 0.875 1.684 1.317
H 2.545 1.227 0.795
H 1.755 3.092 -0.574
H 2.028 1.862 -1.770
H 0.431 2.232 -1.213
```

Its SMILES is C=[N+](C)/C=C\N(CC)C(F)(F)F. The calculation puts the HOMO energy at -14.06 eV. As for the relative energy (zero: lowest compared OMol25 entry of this formula, charge and spin): 49.9 kcal per mole. As for the HOMO-LUMO gap: 9.55 eV. The electronic energy is -682.67963 Eh. Its total charge is +1.

***

The following is a quantum chemistry calculation of a structure of composition C5H13N3 at a distorted geometry, from the OMol25 dataset.

```
21
C5H13N3 | the OMol25 dataset | ωB97M-V/def2-TZVPD
C 0.531 0.605 -0.742
C -0.687 -0.378 2.165
C 0.894 0.587 -2.212
C 0.433 2.027 -0.191
N -0.118 -0.871 0.901
C -0.618 -0.243 -0.379
N -0.239 -2.309 0.813
N -1.557 -0.716 -1.099
H 1.013 -0.071 0.372
H 0.233 -2.593 -0.048
H 0.290 -2.720 1.582
H -1.913 -1.573 -0.665
H -1.768 -0.533 2.187
H -0.459 0.683 2.260
H -0.231 -0.888 3.017
H -0.372 2.588 -0.685
H 1.853 1.087 -2.376
H 0.151 1.115 -2.825
H 0.964 -0.436 -2.590
H 1.362 2.575 -0.371
H 0.238 2.064 0.885
```

The calculation puts the HOMO energy at -7.63 eV. As for the relative energy (zero: lowest compared OMol25 entry of this formula, charge and spin): 93.4 kcal per mole. As for the HOMO-LUMO gap: 8.47 eV. The electronic energy is -362.43342 Eh.

***

- Which value of electronic energy does entry 3 give?
  -682.67963 Eh

***

- The highest electronic energy belongs to which entry?
  C5H13N3

***

What did the third record say?
The following is a quantum chemistry calculation of the ion C7H12F3N2 with charge +1 at a distorted geometry, from the OMol25 dataset.

```
24
C7H12F3N2 | the OMol25 dataset | ωB97M-V/def2-TZVPD
C -1.154 0.037 -0.381
N -1.455 -1.121 0.181
C -2.018 -2.176 -0.510
C -0.892 -1.270 1.499
C 0.404 -0.779 1.472
N 0.949 -0.089 0.307
C 1.430 1.272 0.474
C 1.427 2.146 -0.784
C 1.885 -1.023 -0.229
F 1.165 -2.059 -0.746
F 2.662 -1.542 0.812
F 2.553 -0.483 -1.197
H -1.461 0.129 -1.430
H -0.977 1.084 0.069
H -1.979 -3.015 0.041
H -3.050 -2.024 -0.902
H -1.400 -2.364 -1.421
H -1.247 -1.860 2.228
H 1.183 -0.884 2.263
H 0.875 1.684 1.317
H 2.545 1.227 0.795
H 1.755 3.092 -0.574
H 2.028 1.862 -1.770
H 0.431 2.232 -1.213
```

Its SMILES is C=[N+](C)/C=C\N(CC)C(F)(F)F. The calculation puts the HOMO energy at -14.06 eV. As for the relative energy (zero: lowest compared OMol25 entry of this formula, charge and spin): 49.9 kcal per mole. As for the HOMO-LUMO gap: 9.55 eV. The electronic energy is -682.67963 Eh. Its total charge is +1.